Entry 1:
A 10-piece molecular cluster, C22H55Cl2N7O9 overall at a distorted geometry. Source: the Open Molecules 2025 dataset; level of theory: ωB97M-V with the def2-TZVPD basis set.

E_HOMO   -8.86 eV
E_LUMO   0.35 eV
Largest force on an atom   1.863 eV/A
Total charge   0
Orbital gap   9.21 eV
SMILES   CC(N)=O.CC(N)=O.CC(N)=O.CC(N)=O.CC(N)=O.CC(N)=O.CC(N)=O.CC(C)O.CC(C)O.ClCCCl
Calculated total energy   -2852.270254 a.u.

Element x y z (Å)
C: -12.66 -16.50 6.45
C: -12.02 -15.13 6.53
N: -10.67 -15.15 6.62
O: -12.62 -14.06 6.54
H: -12.04 -17.32 6.80
H: -13.05 -16.74 5.46
H: -13.55 -16.57 7.07
H: -10.23 -14.25 6.76
H: -10.08 -15.96 6.53
C: -11.46 -13.58 15.50
C: -11.21 -12.73 14.28
N: -12.34 -12.35 13.62
O: -10.11 -12.34 13.89
H: -12.44 -13.33 15.90
H: -10.60 -13.53 16.16
H: -11.57 -14.61 15.14
H: -13.25 -12.27 14.04
H: -12.19 -12.06 12.66
C: -8.34 -15.08 13.51
C: -8.45 -16.40 12.74
N: -7.31 -17.10 12.64
O: -9.53 -16.84 12.36
H: -8.78 -15.32 14.47
H: -9.00 -14.36 13.03
H: -7.32 -14.72 13.63
H: -6.52 -16.82 13.19
H: -7.29 -17.99 12.17
C: -14.56 -10.32 9.95
C: -13.42 -11.30 9.84
N: -13.35 -12.05 8.71
O: -12.57 -11.44 10.72
H: -14.97 -10.37 10.95
H: -15.39 -10.59 9.30
H: -14.23 -9.31 9.73
H: -12.63 -12.74 8.61
H: -13.73 -11.68 7.86
C: -12.52 -19.76 11.00
C: -13.46 -19.84 12.18
N: -13.81 -18.66 12.74
O: -13.92 -20.90 12.60
H: -12.43 -20.72 10.50
H: -11.53 -19.47 11.35
H: -12.89 -19.03 10.28
H: -14.61 -18.69 13.34
H: -13.47 -17.79 12.29
C: -8.99 -18.30 8.94
C: -8.52 -17.05 8.24
N: -8.19 -16.02 9.05
O: -8.34 -17.03 7.03
H: -8.30 -19.09 8.64
H: -10.00 -18.58 8.66
H: -8.95 -18.20 10.03
H: -8.29 -16.11 10.04
H: -7.77 -15.23 8.58
C: -15.08 -15.16 14.13
C: -15.58 -13.95 14.84
N: -16.68 -14.04 15.62
O: -14.98 -12.88 14.79
H: -15.21 -16.01 14.81
H: -14.04 -14.99 13.88
H: -15.57 -15.33 13.17
H: -17.19 -13.26 16.00
H: -17.26 -14.86 15.64
C: -18.33 -15.68 12.41
C: -18.51 -17.18 12.63
C: -17.16 -17.84 12.89
O: -19.30 -17.37 13.81
H: -17.96 -15.48 11.40
H: -17.63 -15.34 13.17
H: -19.28 -15.14 12.49
H: -18.97 -17.70 11.79
H: -16.60 -17.32 13.67
H: -16.56 -17.75 11.99
H: -17.25 -18.90 13.12
H: -20.22 -17.15 13.63
C: -13.97 -15.12 10.55
C: -12.61 -15.77 10.49
C: -11.54 -14.71 10.24
O: -12.33 -16.43 11.74
H: -14.77 -15.86 10.59
H: -14.13 -14.47 9.69
H: -14.11 -14.53 11.46
H: -12.53 -16.48 9.65
H: -10.55 -15.10 10.50
H: -11.68 -13.89 10.95
H: -11.50 -14.45 9.19
H: -11.35 -16.45 11.80
Cl: -16.65 -13.02 11.09
C: -18.30 -12.43 10.63
C: -18.75 -11.32 11.52
Cl: -18.98 -11.85 13.20
H: -18.91 -13.33 10.58
H: -18.32 -12.13 9.58
H: -19.69 -10.90 11.16
H: -18.01 -10.52 11.52

Here are the Mulliken charges for atoms 1 to 4, given in e: number 1, C, carries -1.055; number 2, C, carries 0.797; number 3, N, carries -0.217; number 4, O, carries -0.701


Entry 2:
A 4-piece molecular cluster, C22H56BN4O8 overall at a distorted geometry. Source: the Open Molecules 2025 dataset; level of theory: ωB97M-V with the def2-TZVPD basis set.

E_HOMO   -2.06 eV
E_LUMO   1.91 eV
Largest force on an atom   1.470 eV/A
Total charge   -1
Orbital gap   3.97 eV
Calculated total energy   -1717.497712 a.u.

Element x y z (Å)
C: 0.86 5.63 -0.59
C: 0.75 6.29 -1.97
O: -0.48 6.13 -2.59
C: -1.55 6.84 -1.91
N: -2.75 6.76 -2.63
B: -3.87 6.59 -1.85
C: -4.37 5.09 -1.47
O: -4.70 7.66 -1.36
H: 0.73 6.36 0.21
H: 0.18 4.80 -0.49
H: 1.87 5.25 -0.47
H: 1.48 5.83 -2.62
H: 1.04 7.35 -1.88
H: -1.21 7.88 -1.78
H: -1.64 6.40 -0.90
H: -3.61 4.62 -0.85
H: -4.40 4.53 -2.39
H: -5.34 5.06 -0.98
H: -4.57 7.78 -0.40
C: 3.54 0.48 4.32
O: 4.03 1.52 3.49
C: 4.92 1.10 2.46
C: 4.28 1.18 1.09
N: 3.23 0.19 0.93
C: 2.39 0.34 -0.27
C: 1.62 1.64 -0.46
O: 0.54 1.82 0.43
C: 0.87 2.34 1.70
H: 3.06 0.95 5.17
H: 2.79 -0.14 3.81
H: 4.35 -0.16 4.67
H: 5.28 0.08 2.66
H: 5.78 1.77 2.49
H: 5.06 1.01 0.34
H: 3.92 2.21 0.97
H: 2.63 0.21 1.74
H: 1.68 -0.47 -0.24
H: 3.03 0.18 -1.15
H: 1.16 1.59 -1.45
H: 2.26 2.53 -0.47
H: 1.69 3.07 1.66
H: 1.13 1.54 2.41
H: -0.02 2.84 2.10
C: 1.45 -7.37 -2.21
O: 2.31 -6.48 -2.88
C: 1.84 -6.03 -4.15
C: 1.44 -4.57 -4.11
N: 0.23 -4.37 -3.33
C: -0.10 -2.97 -3.05
C: 0.90 -2.11 -2.28
O: 1.05 -2.46 -0.92
C: 1.91 -3.56 -0.66
H: 2.01 -7.80 -1.38
H: 0.57 -6.87 -1.80
H: 1.13 -8.18 -2.87
H: 1.02 -6.66 -4.50
H: 2.67 -6.14 -4.85
H: 1.25 -4.24 -5.14
H: 2.29 -4.00 -3.73
H: 0.31 -4.86 -2.45
H: -1.03 -2.97 -2.47
H: -0.32 -2.48 -4.00
H: 0.50 -1.09 -2.28
H: 1.88 -2.06 -2.77
H: 2.75 -3.58 -1.36
H: 1.37 -4.51 -0.70
H: 2.30 -3.43 0.35
C: -0.62 -3.33 2.59
O: -0.76 -1.98 2.96
C: -0.67 -1.05 1.88
C: -2.00 -0.43 1.55
N: -2.92 -1.39 0.95
C: -4.30 -0.93 0.81
C: -5.07 -0.52 2.06
O: -5.40 -1.59 2.94
C: -4.38 -1.99 3.82
H: -0.49 -3.91 3.50
H: -1.51 -3.71 2.07
H: 0.25 -3.48 1.94
H: -0.23 -1.53 0.99
H: 0.01 -0.26 2.20
H: -1.83 0.39 0.85
H: -2.40 0.01 2.48
H: -2.91 -2.24 1.50
H: -4.86 -1.74 0.34
H: -4.31 -0.09 0.12
H: -6.03 -0.11 1.73
H: -4.57 0.28 2.62
H: -3.76 -1.15 4.14
H: -3.73 -2.76 3.36
H: -4.85 -2.44 4.69

Here are the Mulliken charges for atoms 1 to 4, given in e: number 1, C, carries -0.967; number 2, C, carries -0.466; number 3, O, carries -0.324; number 4, C, carries -0.390


Entry 3:
C22H56O10Sr as an isolated structure at a distorted geometry. Source: the Open Molecules 2025 dataset; level of theory: ωB97M-V with the def2-TZVPD basis set.

E_HOMO (spin up / spin down)   -1.89 / -6.30 eV
E_LUMO (spin up / spin down)   2.67 / 2.65 eV
Largest force on an atom   7.578 eV/A
Total charge   -1
Orbital gap (spin up / spin down)   4.56 / 8.95 eV
Calculated total energy   -1655.051649 a.u.
Spin multiplicity   2

Element x y z (Å)
Sr: 1.23 -3.41 1.09
C: 0.28 -0.82 -0.09
O: -0.17 0.31 0.02
O: -0.40 -1.85 -0.17
O: 1.45 -1.10 0.12
C: -3.01 1.41 2.48
C: -1.63 1.23 3.09
C: -1.65 1.19 4.62
O: -1.13 0.04 2.63
H: -2.92 1.50 1.39
H: -3.48 2.34 2.81
H: -3.69 0.60 2.72
H: -1.05 2.06 2.68
H: -0.62 1.08 4.98
H: -2.16 0.29 4.94
H: -2.28 1.97 5.04
H: -0.85 0.15 1.72
C: -1.79 3.75 -0.72
C: -1.92 2.92 -2.01
C: -0.54 2.76 -2.68
O: -2.41 1.62 -1.69
H: -1.43 4.75 -0.94
H: -1.10 3.30 0.00
H: -2.75 3.75 -0.21
H: -2.67 3.43 -2.61
H: 0.19 2.17 -2.12
H: -0.15 3.73 -2.99
H: -0.58 2.14 -3.58
H: -1.77 1.23 -1.09
C: 2.58 0.04 -3.01
C: 3.32 -1.18 -2.62
C: 4.55 -1.48 -3.44
O: 3.78 -1.09 -1.25
H: 2.49 0.07 -4.10
H: 3.11 0.93 -2.67
H: 1.56 0.06 -2.64
H: 2.64 -2.02 -2.75
H: 4.44 -1.44 -4.52
H: 5.00 -2.43 -3.15
H: 5.31 -0.71 -3.27
H: 2.95 -0.91 -0.81
C: -2.32 -1.77 -3.44
C: -1.94 -3.24 -2.98
C: -2.02 -4.25 -4.09
O: -0.66 -3.34 -2.47
H: -2.19 -1.04 -2.64
H: -3.35 -1.67 -3.79
H: -1.67 -1.43 -4.25
H: -2.61 -3.55 -2.18
H: -1.90 -5.29 -3.78
H: -1.36 -4.02 -4.93
H: -3.01 -4.23 -4.55
H: -0.62 -2.71 -1.74
C: 4.45 -0.78 3.60
C: 3.02 -1.19 3.66
C: 2.06 -0.05 3.97
O: 2.59 -1.82 2.51
H: 4.81 -0.49 4.59
H: 4.59 0.09 2.96
H: 4.99 -1.63 3.18
H: 3.09 -1.90 4.49
H: 2.07 0.71 3.19
H: 2.33 0.39 4.93
H: 1.03 -0.39 4.12
H: 2.34 -1.15 1.87
C: 2.29 4.02 -0.58
C: 2.30 2.71 0.18
C: 3.54 2.50 1.04
O: 1.11 2.58 0.99
H: 2.90 3.96 -1.48
H: 2.48 4.93 -0.02
H: 1.30 4.22 -0.99
H: 2.17 1.89 -0.52
H: 4.46 2.45 0.45
H: 3.52 1.58 1.63
H: 3.61 3.33 1.74
H: 0.61 1.85 0.64
C: -3.81 -1.01 -0.08
C: -3.59 -2.04 1.07
C: -4.83 -2.70 1.63
O: -2.70 -3.04 0.57
H: -3.94 -1.54 -1.03
H: -2.88 -0.44 -0.13
H: -4.59 -0.26 0.02
H: -2.98 -1.55 1.83
H: -5.51 -2.95 0.81
H: -5.35 -1.96 2.23
H: -4.68 -3.61 2.21
H: -1.92 -2.54 0.33

Here are the Mulliken charges for atoms 1 to 4, given in e: number 1, Sr, carries 1.113; number 2, C, carries -0.321; number 3, O, carries 2.164; number 4, O, carries -1.670